Molecular formula: C18H20ClNO11P2RuS2
Method: DFT, ωB97M-V/def2-TZVPD

Output
**⟨S²⟩**: 0.757
**2S+1**: 2
**Charge**: -1
**Relative energy (zero: lowest compared OMol25 entry of this formula, charge and spin)**: 0.0147 eV

Last column: natural (NBO) charge in e.
Positions of all 56 atoms, in Å:
Ru (0.415, 0.620, 0.255)  0.7127
C (-0.655, 3.199, 3.402)  -0.6532
C (-0.073, 3.977, 2.222)  -0.4933
O (-0.044, 5.378, 2.481)  -0.6969
P (-1.091, 3.692, 0.748)  2.3943
O (-2.513, 4.294, 1.194)  -1.0009
O (-0.680, 4.661, -0.413)  -0.9981
O (-1.229, 2.263, 0.347)  -1.1396
P (1.651, 3.346, 1.956)  2.4084
O (2.136, 4.256, 0.733)  -1.0203
O (2.435, 3.545, 3.183)  -1.1066
O (1.446, 1.922, 1.450)  -1.1124
H (-1.669, 3.542, 3.624)  0.1976
H (-0.012, 3.375, 4.264)  0.2475
H (-0.682, 2.129, 3.196)  0.2486
H (-0.924, 5.638, 2.780)  0.4625
H (-3.218, 3.669, 0.987)  0.5131
H (-0.103, 4.218, -1.074)  0.5426
H (2.507, 3.786, -0.032)  0.5268
C (-2.063, 0.590, -1.972)  -0.6720
C (-1.140, -0.579, -2.088)  0.2916
C (-1.403, -1.509, -3.127)  -0.2719
C (-0.653, -2.629, -3.254)  -0.1042
C (0.414, -2.856, -2.357)  -0.1107
C (1.204, -4.023, -2.419)  -0.2422
C (2.228, -4.192, -1.526)  -0.1771
C (2.504, -3.209, -0.570)  -0.2398
C (1.760, -2.046, -0.487)  -0.1825
S (2.121, -0.817, 0.668)  0.0675
C (0.669, -1.872, -1.380)  0.2323
N (-0.130, -0.745, -1.254)  -0.4111
H (-3.054, 0.300, -2.321)  0.2054
H (-1.701, 1.409, -2.598)  0.2520
H (-2.127, 0.958, -0.955)  0.2730
H (-2.229, -1.304, -3.794)  0.2159
H (-0.858, -3.358, -4.030)  0.2086
H (0.985, -4.765, -3.176)  0.2033
H (2.837, -5.086, -1.559)  0.2054
H (3.323, -3.345, 0.126)  0.2173
O (2.697, 3.430, -2.114)  -0.8458
Cl (1.691, 2.440, -2.399)  2.5644
O (1.810, 1.956, -3.734)  -0.8168
O (0.373, 3.021, -2.197)  -0.8926
O (1.865, 1.325, -1.463)  -0.8468
S (-1.050, -0.285, 1.671)  0.0463
C (-0.867, -2.053, 1.607)  -0.1716
C (-1.599, -2.802, 0.691)  -0.2526
C (-1.457, -4.183, 0.633)  -0.1612
C (-0.588, -4.828, 1.499)  -0.2427
C (0.130, -4.087, 2.430)  -0.2179
C (-0.009, -2.710, 2.486)  -0.2061
H (-2.273, -2.294, 0.011)  0.2135
H (-2.021, -4.751, -0.098)  0.1958
H (-0.469, -5.903, 1.448)  0.2031
H (0.813, -4.585, 3.108)  0.2067
H (0.567, -2.124, 3.191)  0.2309



Molecular formula: C18H20ClSi
Method: DFT, ωB97M-V/def2-TZVPD

Output
**Charge**: +1
**Relative energy (zero: lowest compared OMol25 entry of this formula, charge and spin)**: 0.0000 eV

Last column: natural (NBO) charge in e.
Positions of all 40 atoms, in Å:
Cl (-3.017, -3.719, -0.612)  0.0384
C (-2.420, -2.228, -0.026)  -0.0606
C (-3.011, -1.655, 1.107)  -0.2087
C (-2.602, -0.391, 1.527)  -0.2338
C (-1.567, 0.265, 0.869)  0.0631
C (-1.308, 1.720, 1.194)  -0.2752
C (0.095, 2.302, 0.975)  -0.3873
C (0.090, 3.646, 1.758)  -0.4410
C (-1.059, 3.482, 2.737)  -0.1643
C (-1.856, 2.433, 2.416)  -0.2059
C (-0.946, -0.328, -0.246)  -0.2403
C (-1.359, -1.588, -0.677)  -0.2154
H (-3.803, -2.169, 1.632)  0.2348
H (-3.095, 0.097, 2.366)  0.2179
H (0.893, 1.684, 1.401)  0.2253
H (0.289, 2.407, -0.100)  0.1939
H (1.063, 3.818, 2.233)  0.2294
H (-0.096, 4.481, 1.061)  0.2029
H (-1.205, 4.206, 3.541)  0.2247
H (-2.808, 2.144, 2.869)  0.2196
H (-0.154, 0.185, -0.801)  0.2177
H (-0.901, -2.070, -1.537)  0.2344
C (-4.093, 2.316, -2.624)  -1.1403
Si (-3.721, 3.859, -1.512)  1.6520
H (-1.900, 2.192, 0.427)  0.1565
C (-2.205, 4.784, -2.099)  -0.5969
C (-2.741, 6.024, -2.535)  -0.2169
C (-1.941, 6.980, -3.159)  -0.1904
C (-0.575, 6.734, -3.347)  -0.1494
C (-0.024, 5.536, -2.903)  -0.2079
C (-0.819, 4.553, -2.289)  -0.1052
H (-4.687, 1.568, -2.056)  0.2806
H (-4.683, 2.658, -3.503)  0.2905
H (-3.162, 1.821, -2.994)  0.2928
H (-4.528, 4.303, -0.267)  -0.0946
H (-3.789, 6.251, -2.338)  0.2111
H (-2.383, 7.914, -3.488)  0.2415
H (0.039, 7.494, -3.843)  0.2444
H (1.048, 5.381, -3.033)  0.2424
H (-0.383, 3.619, -1.943)  0.2204



Molecular formula: C18H20F3N5O
Method: DFT, ωB97M-V/def2-TZVPD

Output
**SMILES**: Nc1nc2c(O)cccc2c2nc([C@@H]3CCC[C@H](CCC(F)(F)F)C3)nn12
**Relative energy (zero: lowest compared OMol25 entry of this formula, charge and spin)**: 0.4273 eV

Last column: natural (NBO) charge in e.
Positions of all 47 atoms, in Å:
N (-4.056, 1.571, -0.182)  -0.8110
C (-2.885, 2.271, -0.493)  0.6015
N (-3.113, 3.497, -0.874)  -0.5417
C (-2.063, 4.353, -1.197)  0.0720
C (-2.234, 5.698, -1.514)  0.3059
O (-3.450, 6.397, -1.558)  -0.6844
C (-1.171, 6.551, -1.972)  -0.2330
C (0.108, 5.989, -1.904)  -0.2141
C (0.314, 4.638, -1.668)  -0.1853
C (-0.745, 3.851, -1.248)  -0.1206
C (-0.442, 2.458, -0.904)  0.4149
N (0.542, 1.653, -0.911)  -0.4919
C (-0.007, 0.426, -0.621)  0.3588
C (0.890, -0.721, -0.770)  -0.2588
C (0.261, -1.791, -1.734)  -0.3924
C (-0.503, -2.927, -0.972)  -0.4005
C (0.305, -3.467, 0.294)  -0.4060
C (1.587, -2.743, 0.701)  -0.2325
C (1.988, -3.066, 2.130)  -0.3972
C (2.500, -4.489, 2.339)  -0.4767
C (2.844, -4.991, 3.828)  0.9865
F (2.122, -6.166, 3.956)  -0.3466
F (4.162, -5.268, 4.132)  -0.3392
F (2.488, -4.125, 4.721)  -0.3088
C (1.296, -1.210, 0.684)  -0.3721
N (-1.254, 0.471, -0.334)  -0.3157
N (-1.596, 1.772, -0.487)  -0.2325
H (-4.032, 0.527, -0.045)  0.4189
H (-4.876, 2.084, -0.466)  0.4205
H (-4.235, 5.764, -1.420)  0.4952
H (-1.365, 7.594, -2.188)  0.2360
H (1.047, 6.466, -2.118)  0.2152
H (1.373, 4.248, -1.758)  0.2310
H (1.828, -0.285, -1.127)  0.2391
H (-0.420, -1.300, -2.430)  0.2165
H (1.091, -2.114, -2.323)  0.2034
H (-1.390, -2.364, -0.619)  0.2091
H (-0.870, -3.737, -1.665)  0.2160
H (-0.414, -3.393, 1.141)  0.2069
H (0.562, -4.474, 0.031)  0.2085
H (2.359, -2.963, -0.036)  0.2051
H (2.854, -2.458, 2.493)  0.2091
H (1.218, -2.822, 2.868)  0.2183
H (1.633, -5.161, 2.067)  0.2262
H (3.334, -4.724, 1.686)  0.2251
H (2.005, -0.533, 1.191)  0.2220
H (0.410, -0.988, 1.274)  0.1996



Molecular formula: C18H20F5N2O4PdSSe
Method: DFT, ωB97M-V/def2-TZVPD

Output
**⟨S²⟩**: 6.032
**2S+1**: 5
**Charge**: +3
**Relative energy (zero: lowest compared OMol25 entry of this formula, charge and spin)**: 0.7126 eV

Last column: natural (NBO) charge in e.
Positions of all 52 atoms, in Å:
Pd (-0.629, -0.612, 0.269)  1.1851
C (2.412, 0.417, -0.160)  -0.0931
C (1.636, 1.744, -0.411)  -0.1027
O (0.273, 1.573, -0.037)  -0.5710
C (-0.713, 2.281, -0.783)  -0.0964
C (-1.997, 2.331, 0.062)  -0.0986
O (-2.305, 1.048, 0.634)  -0.5508
C (-2.512, 1.050, 2.049)  -0.0946
C (-1.216, 1.247, 2.838)  -0.1076
O (-0.301, 0.204, 2.491)  -0.5788
C (1.058, 0.527, 2.803)  -0.1032
C (1.965, -0.472, 2.089)  -0.0968
O (1.734, -0.517, 0.673)  -0.5868
H (3.404, 0.636, 0.251)  0.2290
H (2.538, -0.095, -1.119)  0.2011
H (1.729, 2.013, -1.469)  0.2193
H (2.058, 2.553, 0.206)  0.2153
H (-0.900, 1.777, -1.742)  0.1961
H (-0.382, 3.305, -0.988)  0.2362
H (-2.835, 2.621, -0.582)  0.2349
H (-1.894, 3.073, 0.859)  0.2106
H (-2.949, 0.074, 2.283)  0.2044
H (-3.233, 1.830, 2.317)  0.2357
H (-1.437, 1.208, 3.913)  0.2337
H (-0.770, 2.223, 2.606)  0.2009
H (1.201, 0.446, 3.890)  0.2347
H (1.288, 1.555, 2.493)  0.1979
H (1.736, -1.482, 2.439)  0.2163
H (3.020, -0.256, 2.300)  0.2315
S (-1.734, -1.014, -1.994)  -0.0679
C (-2.847, -1.955, -1.129)  0.2649
N (-3.893, -2.569, -1.743)  -0.4803
C (-4.799, -3.272, -1.047)  0.1590
C (-4.666, -3.365, 0.322)  -0.2869
C (-3.555, -2.744, 0.914)  0.1687
N (-2.665, -2.069, 0.203)  -0.5351
H (-3.980, -2.483, -2.757)  0.4715
H (-5.607, -3.748, -1.589)  0.2792
H (-5.391, -3.900, 0.918)  0.2911
H (-3.397, -2.804, 1.983)  0.2467
F (2.869, -8.007, 0.397)  -0.1932
C (2.394, -6.842, 0.056)  0.4288
C (2.649, -5.716, 0.867)  0.3463
F (3.333, -5.842, 1.981)  -0.2341
C (2.154, -4.480, 0.482)  0.3368
F (2.375, -3.386, 1.211)  -0.2788
C (1.400, -4.325, -0.687)  -0.3843
Se (0.834, -2.650, -1.281)  0.6826
C (1.118, -5.463, -1.457)  0.3674
F (0.329, -5.289, -2.511)  -0.2599
C (1.603, -6.714, -1.105)  0.2978
F (1.320, -7.771, -1.828)  -0.2224



Molecular formula: C18H20FN3O4PS
Method: DFT, ωB97M-V/def2-TZVPD

Output
**Energy**: -2002.124487 a.u.
**Charge**: +1

Last column: natural (NBO) charge in e.
Positions of all 48 atoms, in Å:
C (1.685, 0.277, -1.405)  -0.1423
C (1.383, -0.392, -2.355)  -0.1044
C (1.254, -1.318, -3.483)  -0.2868
N (2.597, -1.523, -4.138)  -0.2998
C (3.574, -2.121, -3.167)  -0.2792
C (4.455, -3.218, -3.748)  0.0387
F (5.578, -2.680, -4.344)  -0.3615
C (3.025, -0.482, -4.816)  0.8396
N (2.149, 0.204, -5.632)  -0.9449
N (4.366, -0.074, -4.728)  -0.9497
P (5.178, -0.499, -6.238)  1.0029
S (4.264, -1.901, -7.211)  -0.5290
H (1.952, 1.030, -0.692)  0.2782
H (0.534, -0.912, -4.187)  0.2690
H (0.891, -2.295, -3.173)  0.2548
H (2.979, -2.603, -2.392)  0.2365
H (4.196, -1.370, -2.691)  0.2562
H (4.798, -3.822, -2.905)  0.1948
H (3.908, -3.873, -4.426)  0.1962
H (1.932, -0.179, -6.539)  0.4590
H (1.800, 1.111, -5.365)  0.4335
H (4.337, 0.951, -4.730)  0.4248
H (5.227, 0.688, -6.989)  -0.0124
H (6.501, -0.787, -5.877)  0.0199
C (-1.068, 2.248, 4.057)  -0.2078
C (-0.480, 2.814, 3.005)  -0.2346
C (0.209, 2.000, 1.978)  0.4907
O (0.746, 2.523, 1.020)  -0.5280
C (0.219, 0.526, 2.162)  -0.2470
C (-0.367, -0.042, 3.211)  -0.2026
C (-1.057, 0.777, 4.241)  0.4810
O (-1.594, 0.259, 5.196)  -0.4900
H (-1.581, 2.822, 4.817)  0.2563
H (-0.477, 3.885, 2.849)  0.2379
H (0.726, -0.052, 1.401)  0.2182
H (-0.372, -1.114, 3.367)  0.2334
C (-7.501, 1.201, 5.265)  -0.2241
C (-6.554, 2.094, 4.988)  -0.2286
C (-5.118, 1.723, 5.017)  0.4858
O (-4.253, 2.538, 4.762)  -0.5177
C (-4.774, 0.323, 5.365)  -0.2482
C (-5.721, -0.570, 5.641)  -0.2144
C (-7.160, -0.203, 5.612)  0.4716
O (-8.023, -1.015, 5.860)  -0.4774
H (-8.554, 1.448, 5.250)  0.2359
H (-6.781, 3.121, 4.731)  0.2319
H (-3.721, 0.079, 5.379)  0.2515
H (-5.494, -1.597, 5.897)  0.2321